Computed, not measured: the molecule C5H7N, with ωB97M-V/def2-TZVPD.

Output
Spin multiplicity = 1
Orbital gap = 9.08 eV
Structure (SMILES) = Cc1ccc[nH]1
E_HOMO = -8.008 eV

XYZ file:
```
13
Properties=species:S:1:pos:R:3:forces:R:3
C 0.90658 -0.95086 -1.28564 -0.3 0.2 0.0
C 1.04606 0.39924 -1.43305 0.3 -0.7 -0.2
N 0.44248 1.00314 -0.35700 -0.9 0.7 -0.5
C -0.20798 0.05414 0.40360 -0.3 -0.1 -0.1
C 0.06156 -1.15806 -0.15194 1.1 -0.6 0.1
C -1.07500 0.37909 1.57208 -0.2 -0.5 -0.3
H 1.33568 -1.72893 -1.89474 0.0 0.1 -0.1
H 1.49655 0.94780 -2.24327 0.1 0.2 0.2
H 0.06123 1.93336 -0.48049 0.2 -0.1 0.4
H -0.10493 -2.13649 0.27221 -0.4 0.1 0.1
H -0.79456 1.32724 2.01690 0.0 0.0 0.3
H -2.13606 0.38820 1.31289 0.0 0.4 -0.3
H -1.03161 -0.45787 2.26844 0.4 0.3 0.4
```
Forces are in eV/Å.



Computed, not measured: the molecule C5H7N, with ωB97M-V/def2-TZVPD.

Output
Spin multiplicity = 1
Orbital gap = 9.12 eV
E_HOMO = -8.687 eV

XYZ file:
```
13
Properties=species:S:1:pos:R:3:forces:R:3
C 0.87594 -0.89091 -0.03480 0.1 -0.2 -0.1
C 0.89118 0.65120 0.05008 0.2 0.3 -0.1
C -0.12734 1.19043 -0.87207 0.2 -0.4 -0.1
C -1.02784 -0.04809 -0.92339 -0.1 0.1 -0.2
N -0.58432 -0.83536 0.25659 -0.1 0.0 0.0
C -0.30054 0.41217 1.05973 -0.3 0.1 0.4
H 1.42289 -1.39474 0.76781 -0.1 0.2 0.0
H 1.13473 -1.35326 -0.99703 -0.1 0.1 0.2
H 1.77396 1.23735 0.30707 -0.2 0.0 -0.1
H -1.10454 1.16036 1.00477 0.0 -0.2 0.3
H -2.10262 0.14651 -0.84408 0.2 0.2 -0.1
H -0.84160 -0.55921 -1.87791 0.0 0.0 0.1
H -0.00989 0.28353 2.10322 0.2 -0.2 -0.2
```
Forces are in eV/Å.



Computed, not measured: the molecule C5H7N, with ωB97M-V/def2-TZVPD.

Output
Spin multiplicity = 1
Orbital gap = 10.15 eV
Structure (SMILES) = CC#C[C@H]1CN1
E_HOMO = -9.264 eV

XYZ file:
```
13
Properties=species:S:1:pos:R:3:forces:R:3
C -2.92168 -0.30604 0.00266 -1.4 1.2 -0.1
C -1.49958 0.33582 0.11162 -5.6 -1.7 -0.9
C -0.33784 0.48788 0.01430 3.8 2.0 -0.9
C 1.10546 0.68326 -0.19094 -1.2 -3.5 2.0
C 1.89451 -0.23202 0.74295 7.1 5.1 -5.4
H -2.73400 -1.35880 -0.34386 -0.3 0.7 1.4
H -3.78879 -0.03482 -0.87436 3.0 0.3 2.2
H -3.50054 -0.06646 1.03117 1.4 -1.3 -2.4
H 1.65387 1.49200 -0.62965 -0.7 0.7 0.0
H 1.43851 -0.83622 1.33336 -2.4 -3.2 4.7
H 3.14497 0.05435 0.66856 -3.7 -0.8 2.0
H 2.42247 -0.19859 -1.04266 1.9 -0.8 -1.8
N 1.70262 -0.69498 -0.60373 -1.8 1.2 -0.9
```
Forces are in eV/Å.



Computed, not measured: a cluster of 2 separate species, C5H7N in total, with ωB97M-V/def2-TZVPD.

Output
Spin multiplicity = 1
Orbital gap = 10.20 eV
Structure (SMILES) = CC1=CC1.C#N
E_HOMO = -9.139 eV

XYZ file:
```
13
Properties=species:S:1:pos:R:3:forces:R:3
C -0.16257 -0.92849 -0.35656 -1.4 0.0 1.8
C -0.11623 0.28845 0.63686 -0.2 -1.1 -2.0
C 1.28847 -0.66765 -3.03016 2.2 0.9 0.7
C 0.02220 0.51153 -0.63862 -0.6 1.6 -0.1
C -0.28302 0.38348 2.08680 3.6 -2.5 0.7
N 2.25029 -0.22439 -2.62434 1.3 0.3 0.2
H 0.70339 -1.58310 -0.22631 -0.4 -0.2 -0.6
H 0.37121 -0.93395 -3.29334 -3.3 -1.3 -1.1
H -1.21960 -1.37011 -0.36078 1.7 0.2 -0.5
H 0.00605 1.24323 -1.49267 0.3 -0.9 1.3
H -1.14278 0.78472 2.42743 -2.9 2.1 0.7
H 0.61518 0.91539 2.52825 -1.1 -0.6 -0.2
H -0.38819 -0.67694 2.54964 0.8 1.6 -0.8
```
Forces are in eV/Å.



Computed, not measured: a structure of composition C5H7N, with ωB97M-V/def2-TZVPD.

Output
Spin multiplicity = 1
Orbital gap = 7.02 eV
E_HOMO = -7.292 eV

XYZ file:
```
13
Properties=species:S:1:pos:R:3:forces:R:3
C 1.19920 -0.36230 -1.41490 0.0 -0.3 4.0
C 0.38127 -0.97529 -0.26111 -1.0 -2.3 3.6
N 0.69591 -0.52663 1.52740 3.3 -1.9 -1.6
C -0.03798 0.27716 0.68007 2.6 -0.9 -5.9
C 0.74408 0.71246 -0.61173 -2.7 1.5 -0.5
C -1.45982 0.53680 0.41371 -1.5 0.9 1.1
H 2.17746 -0.78392 -1.49087 0.6 0.0 -0.9
H -0.24225 -1.92713 -0.01138 0.8 2.0 -1.2
H 1.75889 -0.39973 1.26414 -2.5 0.3 1.4
H 0.24126 1.61082 -0.99857 0.9 0.5 -0.4
H -1.66709 0.19781 -0.59539 -0.3 -0.1 0.1
H -2.13191 0.02579 1.10983 0.0 0.2 0.0
H -1.65903 1.61417 0.38879 -0.3 0.1 0.4
```
Forces are in eV/Å.



Computed, not measured: the molecule C5H7N, with ωB97M-V/def2-TZVPD.

Output
Spin multiplicity = 1
Orbital gap = 10.47 eV
Structure (SMILES) = C#C[C@@H]1CN1C
E_HOMO = -9.343 eV

XYZ file:
```
13
Properties=species:S:1:pos:R:3:forces:R:3
C -1.82675 -0.44927 0.36006 -0.2 -0.1 0.0
N -0.44304 -0.13169 0.66248 0.0 0.0 0.1
C -0.01465 1.21226 0.35337 0.0 0.3 0.0
C 0.41900 0.06247 -0.49349 0.1 0.0 -0.2
C 1.76662 -0.46578 -0.43946 0.4 -0.1 0.0
C 2.89396 -0.88786 -0.42034 -0.4 0.2 0.0
H -1.92229 -1.52847 0.20813 0.0 0.1 0.0
H -2.20508 0.06604 -0.54056 0.1 0.0 0.1
H -2.45241 -0.16204 1.21081 0.1 0.0 -0.1
H -0.73801 1.89983 -0.08855 0.1 -0.1 0.1
H 0.68968 1.65737 1.05113 -0.1 -0.1 -0.1
H -0.05830 -0.00526 -1.47267 0.1 0.0 0.2
H 3.89127 -1.26761 -0.39092 -0.2 0.1 0.0
```
Forces are in eV/Å.



Computed, not measured: the molecule C5H7N, with ωB97M-V/def2-TZVPD.

Output
Spin multiplicity = 1
Orbital gap = 9.12 eV
Structure (SMILES) = Cc1ccc[nH]1
E_HOMO = -8.045 eV

XYZ file:
```
13
Properties=species:S:1:pos:R:3:forces:R:3
C -0.06193 -1.63582 -0.27509 0.0 0.3 -1.1
C 0.72279 -1.23768 0.76113 1.3 1.2 -0.2
N 0.77051 0.16556 0.72801 -1.3 0.3 0.7
C -0.15324 0.62177 -0.17531 0.6 -0.3 -0.9
C -0.50794 -0.45242 -0.94932 -1.3 0.2 1.2
C -0.71862 2.00531 -0.20933 -0.2 -0.3 -0.5
H -0.35768 -2.60205 -0.63684 0.5 -0.4 0.3
H 1.55840 -1.62657 1.31635 -0.4 -0.9 0.3
H 0.91885 0.70804 1.56590 0.4 -0.2 0.0
H -1.30598 -0.36484 -1.66713 0.1 -0.3 -0.3
H -0.74608 2.44140 0.78462 0.1 0.2 0.0
H -1.74263 1.92851 -0.58244 0.0 0.0 0.3
H -0.23766 2.66308 -0.93110 0.4 0.1 0.2
```
Forces are in eV/Å.



Computed, not measured: the molecule C5H7N, with ωB97M-V/def2-TZVPD.

Output
Spin multiplicity = 1
Orbital gap = 9.59 eV
Structure (SMILES) = C=CN=C=CC
E_HOMO = -8.837 eV

XYZ file:
```
13
Properties=species:S:1:pos:R:3:forces:R:3
C -0.17090 1.19287 -0.86531 1.7 1.2 -0.3
C 1.29552 0.76924 1.22887 0.4 2.5 -0.3
C -1.00042 0.28356 -0.60435 -2.6 -0.8 -0.5
C 1.43537 1.88965 0.47687 -1.7 -3.2 -0.2
C -0.93975 -1.15951 -0.95856 -1.6 0.9 1.7
N 0.73809 1.98558 -0.76525 0.7 1.0 -0.9
H 1.73841 0.85803 2.18382 0.6 -0.5 0.9
H 0.56582 -0.00967 1.01692 0.6 0.2 0.0
H -1.93315 0.70680 -0.29879 -0.8 -0.1 0.4
H 1.98330 2.75778 0.60827 1.3 1.2 1.0
H 0.11198 -1.36680 -1.16753 -0.6 -0.9 -0.5
H -1.78411 -1.24135 -1.67537 1.2 -0.9 -0.3
H -1.34722 -1.58990 0.00102 0.9 -0.5 -1.0
```
Forces are in eV/Å.



- Among the records above, which one has the highest E_HOMO?
  number 5



- Number 2 is which compound?
  C5H7N



- orbital gap of number 7 (C5H7N)?
  9.12 eV